1.
{"formula": "C5H5F3NO", "method": "ωB97M-V/def2-TZVPD", "species": ["C", "C", "C", "C", "C", "N", "O", "F", "F", "F", "H", "H", "H", "H", "H"], "positions_angstrom": [[0.01763, -0.14135, 1.31030], [-0.94844, -0.69992, 2.03740], [-1.55054, -0.93004, 0.01175], [0.25788, 0.18180, -1.20681], [-2.92972, -1.48040, -1.65665], [-0.39157, -0.28861, -0.01553], [-1.89867, -1.18395, 1.27218], [-2.30372, -2.53000, -2.17975], [-4.11783, -1.82317, -1.14690], [-2.95866, -0.45482, -2.43596], [0.95162, 0.38587, 1.59078], [-1.09772, -0.65588, 3.12052], [0.56233, -0.57769, -2.02514], [-0.48834, 0.86888, -1.64418], [1.19679, 0.67458, -0.81918]], "total_charge": 1, "homo_lumo_gap_ev": 9.793, "e_tot_ev": -16945.9366}

***

2.
{"formula": "C18H18Cl6N2O8STc", "method": "ωB97M-V/def2-TZVPD", "species": ["Tc", "O", "Cl", "O", "O", "O", "Cl", "C", "C", "C", "Cl", "C", "Cl", "C", "Cl", "C", "Cl", "C", "C", "C", "O", "H", "H", "H", "H", "H", "H", "H", "C", "N", "C", "N", "S", "H", "H", "H", "H", "H", "H", "O", "C", "C", "C", "C", "C", "C", "C", "O", "O", "H", "H", "H", "H", "H"], "positions_angstrom": [[-0.19792, 1.31129, -0.36403], [-1.21702, 3.23180, -1.12434], [-1.25168, 3.69105, 0.27535], [-0.75748, 5.87833, 1.43169], [-0.52236, 3.07856, 1.38988], [-1.53054, 0.64680, -1.83571], [1.30957, -0.14481, -2.87950], [1.83873, 1.48901, -2.58620], [1.50694, 2.06994, -1.35479], [2.20035, 3.25817, -1.10920], [2.15237, 3.94634, 0.49483], [2.99465, 3.91082, -2.05306], [3.75525, 5.41832, -1.68832], [3.17309, 3.34577, -3.30968], [4.11146, 4.14718, -4.51063], [2.61498, 2.09634, -3.56583], [2.90507, 1.32758, -5.08258], [-2.86480, 1.03982, 2.92917], [-2.99821, 0.44929, 1.56631], [-1.00294, 5.24980, 0.25723], [-2.06969, 0.33966, 0.79998], [-3.67881, 1.74215, 3.12346], [-1.88573, 1.49863, 3.04396], [-2.97070, 0.23085, 3.65856], [-3.99386, 0.07726, 1.26440], [-2.43898, 3.08225, 0.57078], [0.14004, 6.23688, 1.40370], [-1.13500, 5.71116, -0.70965], [-1.57633, -4.37593, -2.67688], [-1.78769, -3.00461, -3.09739], [-1.59021, -1.94192, -2.30462], [-1.14318, -2.09559, -1.07366], [-1.92346, -0.38026, -2.92972], [-1.62438, -5.01622, -3.55288], [-2.33421, -4.70090, -1.96138], [-0.58711, -4.50402, -2.23296], [-2.09038, -2.82512, -4.03915], [-0.72378, -2.95932, -0.76748], [-0.87593, -1.26411, -0.55278], [0.65844, -1.66262, 4.33763], [1.01284, -2.49613, 3.34939], [1.32958, -3.81843, 3.67242], [1.70211, -4.70469, 2.68287], [1.77542, -4.29846, 1.35021], [1.45817, -2.99221, 1.02992], [1.06451, -2.07993, 2.01054], [0.67745, -0.68409, 1.64384], [0.39276, 0.13635, 2.53521], [0.62938, -0.44315, 0.38716], [0.50658, -0.78345, 3.89887], [1.28009, -4.11891, 4.71063], [1.95126, -5.72417, 2.95014], [2.09499, -4.99189, 0.58334], [1.53630, -2.63047, 0.01095]], "multiplicity": 2, "homo_lumo_gap_ev": [6.864, 6.542], "e_tot_ev": -126474.8390}

***

3.
{"formula": "C3H5FS", "method": "ωB97M-V/def2-TZVPD", "species": ["C", "C", "C", "H", "H", "H", "H", "H", "F", "S"], "positions_angstrom": [[0.49090, -0.01819, -0.42008], [-0.12926, -1.11906, 0.27384], [-0.20276, 1.16926, 0.14976], [-0.03375, -0.24515, -1.50904], [-0.08081, -2.31284, 0.10324], [0.19244, -0.65106, 1.24612], [-0.53750, 2.13425, -0.40802], [-0.05047, 1.34273, 1.18587], [1.94764, -0.12448, -0.31505], [-1.59643, -0.17547, -0.30665]], "homo_lumo_gap_ev": 9.470, "e_tot_ev": -16741.1024}

***

4.
{"formula": "C5H13N2O", "method": "ωB97M-V/def2-TZVPD", "species": ["C", "N", "C", "N", "C", "C", "C", "O", "H", "H", "H", "H", "H", "H", "H", "H", "H", "H", "H", "H", "H"], "positions_angstrom": [[-0.50447, -0.13439, 0.98827], [-1.27733, 1.00814, 0.37719], [-2.40451, 0.47097, -0.32255], [-2.90444, -0.71065, -0.63211], [0.33778, -0.90211, -0.04860], [1.41642, -0.05594, -0.73999], [2.46644, 0.58181, 0.24436], [3.09600, -0.23293, 1.08472], [-1.23281, -0.83012, 1.41004], [0.15154, 0.19508, 1.78837], [-1.27846, 0.64501, -0.82005], [-1.87386, 0.31023, -2.89108], [-3.10991, 1.29606, -0.44495], [-2.13406, 0.17453, -3.57237], [-2.92718, -1.46506, 0.04526], [0.68922, -1.88090, 0.23254], [-0.43424, -1.11135, -0.86245], [0.81596, 0.75383, -1.17726], [1.96630, -0.47355, -1.58429], [3.16109, 1.08587, -0.48940], [1.86927, 1.41871, 0.73865]], "total_charge": -1, "homo_lumo_gap_ev": 5.935, "e_tot_ev": -10417.9726}

***

5.
{"formula": "C18H16F5N3O2RhS4", "method": "ωB97M-V/def2-TZVPD", "species": ["Rh", "C", "C", "S", "C", "C", "S", "C", "C", "S", "H", "H", "H", "H", "H", "H", "H", "H", "H", "H", "H", "H", "O", "N", "O", "F", "C", "C", "F", "C", "F", "C", "S", "C", "F", "C", "F", "N", "C", "C", "C", "C", "N", "C", "C", "H", "H", "H", "H"], "positions_angstrom": [[-0.18382, 0.29316, -0.33011], [3.04044, 0.57760, -1.28463], [2.76774, 2.06427, -1.08491], [1.05084, 2.51443, -0.66981], [1.20624, 3.07473, 1.06932], [0.25150, 2.44186, 2.07702], [0.07293, 0.63604, 2.13007], [1.71463, -0.00180, 2.55959], [2.82064, 0.11850, 1.51484], [2.30540, -0.55915, -0.08809], [2.62160, 0.23314, -2.23165], [4.11817, 0.41607, -1.32613], [3.40570, 2.49272, -0.31382], [3.00415, 2.58846, -2.01036], [2.24144, 2.93507, 1.36776], [1.02077, 4.14864, 1.06331], [0.52167, 2.78081, 3.07856], [-0.76976, 2.78121, 1.89407], [2.02409, 0.47073, 3.49267], [1.51631, -1.05230, 2.77896], [3.13752, 1.14862, 1.38362], [3.68515, -0.44689, 1.86294], [-2.49139, -1.56931, 1.48780], [-3.02072, -2.57436, 1.12857], [-2.70181, -3.45469, 0.41049], [2.78122, -6.21730, -0.59642], [1.99269, -5.17375, -0.79944], [1.69826, -4.76575, -2.08968], [2.20671, -5.42675, -3.12238], [0.88152, -3.66702, -2.29249], [0.62951, -3.29252, -3.54442], [0.33281, -2.95234, -1.23161], [-0.72793, -1.58733, -1.51538], [0.64742, -3.39289, 0.05209], [0.18407, -2.73363, 1.12565], [1.46624, -4.47990, 0.27847], [1.76314, -4.85203, 1.52134], [-7.01332, 3.64490, -1.03919], [-5.98214, 3.15947, -0.90630], [-4.68786, 2.55604, -0.74163], [-4.32962, 1.97790, 0.47121], [-3.07450, 1.41141, 0.58276], [-2.19137, 1.40587, -0.42041], [-2.54338, 1.96398, -1.58293], [-3.77821, 2.54614, -1.79318], [-5.01552, 1.96468, 1.30572], [-2.76896, 0.93033, 1.50275], [-1.80463, 1.94059, -2.37476], [-4.02564, 2.98236, -2.74982]], "total_charge": 1, "multiplicity": 5, "homo_lumo_gap_ev": [7.246, 6.566], "e_tot_ev": -87416.7910}

***

6.
{"formula": "C7H4FeNO5", "method": "ωB97M-V/def2-TZVPD", "species": ["O", "C", "Fe", "O", "C", "C", "O", "C", "O", "C", "O", "H", "C", "C", "N", "H", "H", "H"], "positions_angstrom": [[-3.34048, -0.75876, -2.55782], [-2.35898, -0.68928, -1.92664], [-0.89864, 0.04985, -0.54754], [-2.56894, 2.39321, -0.45476], [-1.82629, 1.48811, -0.42868], [0.21107, -2.13552, -0.99036], [1.22454, -2.37312, -0.43222], [0.22648, 0.42197, -1.95282], [1.19571, 0.50653, -2.58345], [-1.56110, -0.99770, 0.75786], [-1.60804, -1.73823, 1.66535], [-0.33382, -2.80848, -1.70644], [2.27179, 1.26595, 2.16417], [1.30044, 0.74122, 1.24177], [0.47817, 0.38829, 0.50853], [2.68509, 0.49476, 2.81731], [1.79760, 2.02191, 2.79175], [3.10541, 1.72929, 1.63400]], "total_charge": 1, "multiplicity": 5, "homo_lumo_gap_ev": [7.567, 7.470], "e_tot_ev": -53426.1055}

***

7.
{"formula": "C4H15N2O2", "method": "ωB97M-V/def2-TZVPD", "species": ["N", "C", "C", "C", "O", "C", "N", "H", "H", "H", "H", "H", "H", "H", "H", "H", "H", "H", "H", "H", "H", "H", "O"], "positions_angstrom": [[2.13159, 3.01860, -0.12869], [-0.23849, -1.44244, 0.88615], [0.51146, -1.93526, -0.25260], [-0.38384, -2.94148, -1.08474], [0.12107, -3.12471, -2.36409], [-0.44069, 0.02162, 1.10205], [-1.56969, 0.67126, 0.43292], [2.65865, 2.88716, 0.72555], [1.18259, 3.33310, -0.00863], [2.73014, 3.69081, -0.59211], [-0.42294, -2.01079, 1.79801], [0.87248, -1.11041, -0.86718], [1.46847, -2.39456, 0.05364], [-0.54252, -3.89033, -0.57095], [-1.36687, -2.46628, -1.13086], [0.82060, -3.78330, -2.29960], [0.48722, 0.55337, 0.84341], [-0.54826, 0.13916, 2.18462], [-1.48581, 0.54732, -0.56913], [-2.45767, 0.34907, 0.79323], [-1.19095, 2.45404, 0.38273], [-1.46863, 4.08093, 0.34346], [-0.86792, 3.35312, 0.32280]], "total_charge": 1, "homo_lumo_gap_ev": 4.628, "e_tot_ev": -11456.5371}

***

8.
{"formula": "C19H29IrN2O", "method": "ωB97M-V/def2-TZVPD", "species": ["C", "H", "H", "H", "C", "H", "H", "C", "H", "H", "H", "C", "C", "C", "C", "C", "C", "C", "C", "C", "C", "Ir", "H", "H", "H", "H", "H", "H", "H", "H", "H", "H", "H", "H", "H", "H", "H", "N", "C", "O", "C", "C", "C", "N", "C", "C", "H", "H", "H", "H", "H", "H"], "positions_angstrom": [[-1.39504, -0.97630, 2.94114], [-1.11502, -0.91409, 3.99943], [-2.33035, -0.41870, 2.81232], [-0.61861, -0.46991, 2.35748], [-1.56373, -2.43551, 2.50483], [-1.81408, -2.47074, 1.43653], [-0.60721, -2.96261, 2.61506], [-2.64498, -3.16785, 3.30628], [-2.75082, -4.20832, 2.98062], [-2.40336, -3.17292, 4.37582], [-3.61879, -2.67761, 3.18892], [-0.50184, 0.73945, -2.02013], [-1.50362, -0.31027, -2.11532], [-2.50367, 0.02306, -1.20326], [-2.21820, 1.33963, -0.64831], [-1.04067, 1.82399, -1.21519], [-0.44193, 3.18136, -1.06940], [-3.12203, 2.05907, 0.29706], [-3.73457, -0.76269, -0.89310], [-1.45379, -1.48180, -3.03606], [0.67598, 0.86785, -2.92979], [-0.46906, -0.07937, -0.09871], [-2.61421, 2.88446, 0.79371], [-3.98859, 2.47240, -0.22500], [-3.50712, 1.40010, 1.07596], [-0.74657, 3.66150, -0.14059], [0.64642, 3.14666, -1.07038], [-0.74744, 3.83563, -1.89076], [1.11393, -0.10167, -3.16278], [0.38096, 1.33241, -3.87405], [1.45987, 1.48346, -2.49097], [-2.04478, -2.31673, -2.66185], [-1.84398, -1.22210, -4.02391], [-0.43674, -1.84568, -3.17457], [-3.97280, -0.74618, 0.17110], [-4.60299, -0.35711, -1.41837], [-3.63311, -1.80638, -1.18612], [6.71214, -0.09948, 0.18259], [5.76511, 0.65977, 0.79000], [6.12828, 1.51103, 1.58945], [4.29986, 0.48775, 0.52771], [3.79626, -0.46897, -0.37713], [2.41747, -0.59681, -0.55903], [1.55602, 0.19858, 0.12631], [2.00434, 1.13461, 1.00023], [3.37453, 1.29720, 1.21572], [7.70862, 0.05109, 0.40034], [6.48603, -0.83673, -0.49510], [4.43596, -1.12962, -0.93963], [2.03012, -1.34446, -1.23781], [1.29380, 1.74475, 1.54225], [3.70401, 2.04481, 1.92645]], "total_charge": 2, "multiplicity": 5, "homo_lumo_gap_ev": [4.725, 6.336], "e_tot_ev": -28020.3540}